# 1
DFT (the ωB97M-V functional and the def2-TZVPD basis) results for a cluster of 3 separate species, C37H56Br2F5N3O4 in total.

XYZ file:
```
107
C37H56Br2F5N3O4 (the ωB97M-V functional and the def2-TZVPD basis)
C 4.900 3.990 0.177
C 5.260 4.230 -1.344
C 4.872 5.645 -1.888
C 3.348 5.862 -2.265
C 3.165 6.356 -3.773
C 2.413 4.666 -1.912
C 2.347 3.450 -2.714
Br 3.483 3.194 -4.292
C 1.460 2.325 -2.384
C 1.397 1.008 -3.181
F 1.172 1.229 -4.531
F 0.438 0.136 -2.778
C 2.794 0.204 -3.081
F 2.538 -1.082 -2.674
F 3.626 0.738 -2.153
F 3.395 0.075 -4.289
C 0.627 2.497 -1.245
C 0.666 3.698 -0.413
C 1.554 4.770 -0.724
C 1.554 5.995 0.232
C 0.712 7.187 -0.412
C -0.481 6.664 -1.288
Br -0.095 8.322 1.013
C -0.349 3.472 0.741
O -1.012 4.261 1.338
N -0.317 2.030 0.855
C -1.407 1.566 1.749
C -0.454 1.641 -0.542
O -1.292 0.881 -0.907
H 3.910 4.394 0.479
H 4.928 2.877 0.335
H 5.711 4.386 0.844
H 6.384 4.173 -1.390
H 4.896 3.370 -1.947
H 5.519 5.918 -2.763
H 5.143 6.381 -1.082
H 3.004 6.740 -1.658
H 2.170 6.061 -4.190
H 3.943 5.841 -4.378
H 3.334 7.459 -3.815
H 1.024 5.738 1.182
H 2.597 6.347 0.425
H 1.341 7.821 -1.076
H -1.127 7.555 -1.511
H -1.124 5.921 -0.761
H -0.158 6.246 -2.273
H -1.335 0.470 1.934
H -1.330 2.073 2.745
H -2.426 1.822 1.364
C -5.592 -3.114 3.299
C -5.349 -1.592 3.178
C -6.710 -0.880 3.197
C -7.496 -1.093 1.904
C -6.665 -0.687 0.690
C -5.262 -1.314 0.645
N -4.554 -1.258 1.958
O -4.094 -0.028 2.107
C -5.333 -2.781 0.170
C -4.471 -0.619 -0.482
C -4.566 -1.256 4.461
H -5.950 -3.362 4.301
H -6.359 -3.493 2.628
H -4.672 -3.677 3.133
H -6.572 0.195 3.355
H -7.307 -1.235 4.043
H -7.820 -2.133 1.811
H -8.410 -0.494 1.934
H -7.215 -0.940 -0.221
H -6.576 0.406 0.695
H -4.352 -3.255 0.215
H -5.673 -2.833 -0.867
H -6.035 -3.396 0.729
H -4.427 0.464 -0.356
H -4.948 -0.798 -1.448
H -3.449 -0.999 -0.542
H -3.597 -1.763 4.459
H -5.111 -1.592 5.344
H -4.393 -0.188 4.585
C 3.338 -7.091 -0.454
C 2.846 -6.347 0.809
C 1.323 -6.515 0.908
C 0.577 -5.699 -0.147
C 0.987 -4.230 -0.088
C 2.506 -3.995 -0.116
N 3.255 -4.911 0.795
O 3.120 -4.446 2.025
C 3.056 -4.146 -1.550
C 2.758 -2.508 0.205
C 3.533 -7.109 1.958
H 3.250 -8.171 -0.316
H 2.757 -6.878 -1.348
H 4.389 -6.873 -0.659
H 0.973 -6.213 1.901
H 1.055 -7.571 0.802
H 0.755 -6.102 -1.149
H -0.499 -5.783 0.024
H 0.513 -3.693 -0.915
H 0.568 -3.802 0.830
H 4.144 -4.062 -1.562
H 2.663 -3.361 -2.196
H 2.781 -5.078 -2.036
H 2.318 -2.205 1.156
H 2.311 -1.869 -0.556
H 3.827 -2.284 0.234
H 4.619 -6.999 1.892
H 3.306 -8.175 1.903
H 3.213 -6.770 2.942
```

Computed properties:
multiplicity	3
gap between HOMO and LUMO (alpha / beta)	8.2 / 8.8	eV
highest occupied orbital energy (alpha / beta)	-0.317 / -0.343	hartree

---

# 2
DFT (the ωB97M-V functional and the def2-TZVPD basis) results for a structure of composition C16H19BN6PbTe.

XYZ file:
```
44
C16H19BN6PbTe (the ωB97M-V functional and the def2-TZVPD basis)
H 1.197 3.459 -0.053
N 0.501 1.905 -1.330
B 0.066 0.436 -3.411
N 0.409 1.785 -2.704
C 0.816 2.941 -3.264
Pb 0.810 0.629 0.587
H 0.826 3.039 -4.339
C 1.189 3.821 -2.254
H 1.558 4.841 -2.354
C 0.989 3.143 -1.066
H 0.268 0.526 -4.612
C -0.972 -1.903 1.456
H -0.776 -2.217 2.487
H -0.023 -2.206 0.985
H -1.696 -2.295 0.726
N -1.434 0.051 -3.146
N 0.978 -0.661 -2.767
N -1.812 -0.075 -1.829
N 1.109 -0.831 -1.402
C -2.468 -0.230 -3.972
C 1.824 -1.498 -3.393
H -2.371 -0.171 -5.063
H 1.887 -1.511 -4.468
C -3.579 -0.578 -3.146
C 2.530 -2.225 -2.433
C -3.094 -0.454 -1.828
C 2.071 -1.773 -1.200
H -4.565 -0.883 -3.426
H 3.284 -2.999 -2.576
H -3.637 -0.639 -0.899
H 2.402 -2.042 -0.194
H -1.082 -0.854 1.497
Te 3.061 0.162 2.391
C 1.741 0.268 3.955
C 1.454 -0.929 4.624
C 0.494 -0.923 5.646
C -0.094 0.270 6.046
C 0.230 1.449 5.403
C 1.154 1.479 4.347
H 2.055 -1.809 4.397
H 0.220 -1.836 6.133
H -0.855 0.260 6.844
H -0.243 2.362 5.727
H 1.519 2.400 3.899
```

Computed properties:
relative energy (zero: lowest compared OMol25 entry of this formula, charge and spin)	0.00	kJ/mol
gap between HOMO and LUMO	7.4	eV
highest occupied orbital energy	-0.275	hartree

---

# 3
DFT (the ωB97M-V functional and the def2-TZVPD basis) results for a structure of composition C22H28FN2OSScSi2.

XYZ file:
```
58
C22H28FN2OSScSi2 (the ωB97M-V functional and the def2-TZVPD basis)
Sc 0.452 0.245 -1.124
O 1.864 -0.902 -0.261
N 1.983 -2.207 -0.528
C 2.557 -2.969 0.424
C 2.742 -4.307 0.225
C 2.321 -4.865 -0.984
C 1.727 -4.070 -1.931
C 1.530 -2.698 -1.709
S 0.763 -1.657 -2.840
H 2.829 -2.428 1.316
H 3.192 -4.903 1.004
H 2.450 -5.922 -1.171
H 1.376 -4.471 -2.870
C 0.423 3.470 2.021
Si 1.381 3.086 0.456
C 2.729 1.866 0.909
C 2.178 4.639 -0.222
N 0.402 2.301 -0.751
C -0.614 2.957 -1.423
C -1.170 4.209 -1.117
C -2.202 4.751 -1.871
C -2.734 4.081 -2.962
C -2.217 2.837 -3.305
C -1.201 2.346 -2.533
F -0.666 1.093 -2.862
H 1.093 3.859 2.792
H -0.037 2.556 2.406
H -0.376 4.199 1.877
H 3.426 2.341 1.604
H 3.305 1.539 0.040
H 2.339 0.974 1.404
H 2.803 5.111 0.540
H 1.448 5.376 -0.559
H 2.817 4.394 -1.074
H -0.789 4.759 -0.267
H -2.600 5.719 -1.595
H -3.541 4.513 -3.537
H -2.587 2.259 -4.141
C -2.431 0.344 1.562
Si -1.657 -0.752 0.223
C -3.081 -1.374 -0.862
C -0.995 -2.287 1.144
C -0.320 -2.151 2.363
C 0.177 -3.249 3.052
C 0.027 -4.526 2.526
C -0.615 -4.687 1.307
C -1.117 -3.581 0.630
H -3.249 -0.171 2.074
H -2.827 1.263 1.123
H -1.696 0.637 2.315
H -3.813 -1.941 -0.280
H -2.722 -2.009 -1.675
H -3.599 -0.527 -1.319
H -0.191 -1.163 2.796
H 0.674 -3.109 4.005
H 0.404 -5.387 3.065
H -0.737 -5.678 0.886
H -1.628 -3.735 -0.315
```

Computed properties:
relative energy (zero: lowest compared OMol25 entry of this formula, charge and spin)	0.00	kJ/mol
gap between HOMO and LUMO	7.4	eV
highest occupied orbital energy	-0.268	hartree

---

# 4
DFT (the ωB97M-V functional and the def2-TZVPD basis) results for the molecule C5H13NO.

XYZ file:
```
20
C5H13NO (the ωB97M-V functional and the def2-TZVPD basis)
C -2.268 1.757 -0.292
C -1.473 0.643 0.371
N -0.058 0.809 0.173
C 0.846 0.053 1.008
C 1.016 -1.395 0.549
C 1.232 -1.483 -0.948
O 2.297 -0.634 -1.344
H -2.083 1.842 -1.364
H -3.318 1.644 -0.051
H -1.946 2.711 0.121
H -1.778 -0.333 -0.014
H -1.725 0.650 1.441
H 0.265 1.729 -0.068
H 1.812 0.563 0.979
H 0.475 0.034 2.047
H 1.874 -1.839 1.066
H 0.113 -1.952 0.836
H 0.318 -1.152 -1.459
H 1.434 -2.513 -1.252
H 2.969 -1.135 -1.801
```

Computed properties:
relative energy (zero: lowest compared OMol25 entry of this formula, charge and spin)	108.45	kJ/mol
gap between HOMO and LUMO	9.2	eV
structure (SMILES)	CCNCCCO
highest occupied orbital energy	-0.303	hartree

---

# 5
DFT (the ωB97M-V functional and the def2-TZVPD basis) results for a cluster of 2 separate species, C5H14B3Cl2O5P in total.

XYZ file:
```
30
C5H14B3Cl2O5P (the ωB97M-V functional and the def2-TZVPD basis)
C 3.952 -1.782 1.600
C 4.030 -0.209 2.055
C 2.727 0.699 1.648
B 1.419 -0.151 1.125
O 1.335 -0.978 -0.095
B 0.081 -0.756 -0.840
O -1.184 -0.215 -0.272
B -1.027 -0.348 1.189
P -2.577 -0.973 2.198
O -2.947 -2.633 1.737
O -4.010 -0.065 1.673
O 0.183 -0.052 1.980
H 3.128 -2.417 2.136
H 3.883 -1.801 0.428
H 4.998 -2.286 1.871
H 4.970 0.257 1.486
H 4.299 -0.179 3.194
H 3.096 1.538 0.893
H 2.412 1.293 2.632
H 0.035 -1.066 -1.996
H -3.951 -2.709 1.905
H -4.717 -0.231 2.387
Cl -3.580 3.029 -5.034
C -3.201 1.695 -3.917
C -1.931 1.955 -3.122
Cl -0.475 1.903 -4.146
H -3.129 0.772 -4.501
H -4.052 1.601 -3.236
H -1.807 1.183 -2.357
H -1.960 2.928 -2.622
```

Computed properties:
gap between HOMO and LUMO	8.0	eV
structure (SMILES)	CCCB1OBOB(P(O)O)O1.ClCCCl
highest occupied orbital energy	-0.311	hartree

---

# 6
DFT (the ωB97M-V functional and the def2-TZVPD basis) results for the molecule C3H3NO2S.

XYZ file:
```
10
C3H3NO2S (the ωB97M-V functional and the def2-TZVPD basis)
O -2.041 -1.010 0.005
C -0.958 -0.459 0.001
C -0.650 1.026 0.002
O 0.773 1.096 -0.001
C 1.311 -0.140 0.002
S 2.914 -0.442 0.002
N 0.290 -1.059 -0.001
H -1.021 1.516 0.887
H -1.060 1.526 -0.882
H 0.442 -2.055 -0.016
```

Computed properties:
relative energy (zero: lowest compared OMol25 entry of this formula, charge and spin)	58.40	kJ/mol
gap between HOMO and LUMO	9.5	eV
structure (SMILES)	O=C1COC(=S)N1
highest occupied orbital energy	-0.340	hartree